1.
Molecular formula: C11H17NO3
Method: DFT, the ωB97M-V functional and the def2-TZVPD basis

```
32
Properties=species:S:1:pos:R:3
O 0.8098 1.8811 -2.7564
N -0.3541 1.5361 -2.6764
O -1.3169 2.5882 -3.0643
C -0.7856 0.3415 -2.4077
C 0.1008 -0.8106 -2.3503
C -0.3584 -2.0496 -2.1539
C -1.7565 -2.2066 -2.0158
C -2.6402 -1.2543 -2.1200
C -2.3318 0.1556 -2.3721
H -0.8973 3.4427 -2.8257
H 1.1471 -0.5382 -2.5793
H 0.2891 -2.9415 -2.1487
H -2.1192 -3.2934 -1.9643
H -3.7696 -1.4076 -2.2304
H -2.5584 0.4831 -3.3982
H -2.9079 0.8015 -1.6597
C -0.1212 0.4225 2.7705
C 0.8654 0.6547 1.5809
C 1.6780 -0.6050 1.3716
C 1.6561 1.9426 1.9554
C 0.0971 1.0088 0.2898
O -1.0652 1.3180 0.1801
H -0.9020 1.1713 2.6021
H 0.3285 0.6482 3.6823
H -0.5587 -0.5894 2.7433
H 2.4388 -0.5247 0.6440
H 1.1590 -1.5302 1.1737
H 2.1864 -0.8897 2.3684
H 2.2555 2.2403 1.1548
H 1.0075 2.8350 2.3600
H 2.4024 1.8677 2.6484
H 0.9285 1.2363 -0.3859
```

Computed properties:
HOMO-LUMO gap (alpha / beta) in Ha: 0.2843 / 0.2843
Net charge: 0
LUMO (alpha / beta) in eV: 0.053 / 0.053

=====

2.
Molecular formula: C11H17OP
Method: DFT, the ωB97M-V functional and the def2-TZVPD basis

```
30
Properties=species:S:1:pos:R:3
C -1.3950 -0.0925 1.3433
C -1.1861 -0.0068 -1.0519
C -2.7894 0.0182 1.2360
C -2.5831 0.1921 -1.1315
C -0.5704 -0.0915 0.2016
C -3.4129 0.1655 -0.0035
C 1.6491 1.7319 -1.2657
C 2.9446 1.1707 0.7948
C 0.6858 -2.8177 0.2703
C 0.9331 -0.1075 0.2785
C 1.5465 1.2488 0.1956
O -4.7732 0.2212 -0.1783
P 1.8228 -1.5289 -0.3176
H -0.8758 -0.2308 2.2633
H -0.4335 -0.0177 -1.8206
H -3.4178 0.2564 2.1037
H -3.1822 0.3745 -2.1227
H 1.7923 0.8256 -1.9113
H 0.6970 2.0946 -1.7098
H 2.5560 2.4740 -1.2975
H 3.7971 1.8086 0.4597
H 2.9041 1.1236 1.9251
H 3.3612 0.2232 0.3613
H 0.7133 -2.5909 1.3080
H 1.0905 -3.7277 0.1373
H -0.3353 -2.8640 -0.0608
H 1.5182 -0.4427 1.8995
H 0.9341 1.9793 0.6843
H -5.1840 0.5183 -1.0711
H 1.1929 -1.9079 -1.5202
```

Computed properties:
HOMO-LUMO gap in Ha: 0.3298
Net charge: 0
LUMO in eV: 0.506

=====

The calculation returns the following relative energy (zero: lowest compared OMol25 entry of this formula, charge and spin) values, one per record and in order: 571.76 316.20 kJ/mol.